Record 1
The following is a quantum chemistry calculation of one molecule with the formula C2H5N3S3 at a distorted geometry, from OMol25.

Last column: natural (NBO) charge in e.
Element x y z (Å)
H  0.939  1.210  -1.057  0.3857
N  0.270  0.522  -0.860  -0.7240
C  0.387  -0.174  0.177  0.0576
S  1.980  -0.362  1.465  0.3126
N  3.075  0.704  0.667  -0.9976
S  -0.783  -1.304  0.787  0.2988
C  -2.372  -1.093  -0.079  -0.1306
N  -2.497  0.109  -0.798  -0.7963
S  -3.516  -1.997  0.444  0.0283
H  3.224  1.638  1.180  0.3755
H  4.054  0.357  0.637  0.3861
H  -3.177  -0.034  -1.527  0.3934
H  -1.583  0.422  -1.036  0.4103

Maximum force = 4.7 eV Å⁻¹
E_LUMO = 0.18 eV
2S+1 = 1
Relative energy (zero: lowest compared OMol25 entry of this formula, charge and spin) = 1.531 eV
HOMO = -8.86 eV

Record 2
The following is a quantum chemistry calculation of a 12-piece molecular cluster, C66H160B5F20N5O5P2 overall at a distorted geometry, from OMol25.

Last column: Mulliken charge in e.
Element x y z (Å)
C  -2.181  1.069  -7.727  -1.2812
C  -3.213  2.129  -7.317  -0.0607
C  -4.573  1.614  -6.818  -0.7899
C  -4.521  0.832  -5.478  -0.2230
P  -5.022  1.713  -4.012  0.7552
C  -6.720  2.242  -4.303  -0.7630
C  -7.289  3.153  -3.204  -0.6703
C  -8.788  3.314  -3.176  -0.4960
C  -9.297  4.354  -2.217  -1.3740
C  -4.883  0.556  -2.628  1.1565
C  -5.607  -0.797  -2.803  -0.7981
C  -5.719  -1.506  -1.451  -1.3537
C  -4.404  -2.051  -0.881  0.1085
C  -4.049  3.191  -3.719  -1.2317
C  -2.544  3.160  -3.411  1.1058
C  -1.911  4.594  -3.402  -0.2985
C  -1.551  5.101  -4.775  -1.2183
H  -2.138  0.193  -7.073  0.1641
H  -1.203  1.533  -7.892  0.3384
H  -2.494  0.573  -8.674  0.4458
H  -3.463  2.792  -8.134  0.6620
H  -2.784  2.755  -6.539  -0.2914
H  -4.985  0.996  -7.648  0.4580
H  -5.159  2.515  -6.643  0.2443
H  -3.510  0.522  -5.208  -0.3601
H  -5.049  -0.125  -5.429  0.7150
H  -7.332  1.327  -4.384  0.5811
H  -6.837  2.757  -5.281  0.6589
H  -6.798  4.135  -3.255  0.3334
H  -6.985  2.736  -2.255  0.2402
H  -9.192  2.352  -2.925  0.3887
H  -9.071  3.512  -4.228  0.3317
H  -8.916  4.181  -1.208  0.3174
H  -10.385  4.261  -2.141  0.3944
H  -9.031  5.348  -2.505  0.3684
H  -5.376  1.030  -1.741  0.0478
H  -3.799  0.452  -2.474  -1.0875
H  -5.140  -1.432  -3.569  0.2970
H  -6.621  -0.659  -3.201  0.5155
H  -6.477  -2.279  -1.519  0.4630
H  -6.125  -0.787  -0.726  0.3126
H  -3.881  -2.718  -1.562  0.2768
H  -4.564  -2.701  0.001  0.5633
H  -3.748  -1.244  -0.545  -0.6669
H  -4.495  3.619  -2.780  0.6900
H  -4.248  3.886  -4.573  0.3537
H  -2.045  2.531  -4.152  -0.4104
H  -2.416  2.743  -2.434  -0.0679
H  -1.004  4.656  -2.795  -0.0434
H  -2.698  5.222  -2.899  0.5010
H  -1.024  6.039  -4.739  0.4463
H  -2.493  5.183  -5.315  0.3406
H  -0.937  4.398  -5.371  0.1259
C  -5.438  -7.778  5.120  -1.2764
C  -4.514  -6.681  5.724  -0.6404
C  -3.419  -6.359  4.700  -0.1229
C  -2.350  -7.399  4.378  -0.9556
P  -1.063  -6.633  3.402  1.3444
C  -1.896  -5.829  2.081  -0.8116
C  -1.021  -5.580  0.838  0.1423
C  -1.680  -4.662  -0.167  0.6591
C  -0.861  -4.558  -1.437  -1.0255
C  -0.344  -5.411  4.576  -1.6134
C  0.929  -4.692  4.114  1.6346
C  1.529  -3.981  5.336  -0.8222
C  2.882  -3.241  5.114  -1.1024
C  0.239  -7.736  2.795  -0.1168
C  1.183  -8.494  3.780  -0.9895
C  2.222  -9.372  3.016  -0.2315
C  3.116  -10.137  3.985  -1.2941
H  -5.066  -8.787  5.270  0.3070
H  -5.720  -7.624  4.086  0.3261
H  -6.349  -7.889  5.702  0.4185
H  -4.170  -7.043  6.722  0.3608
H  -5.141  -5.789  5.992  0.3291
H  -2.989  -5.437  5.092  0.0726
H  -3.957  -6.122  3.766  0.2565
H  -2.758  -8.281  3.904  0.4798
H  -1.847  -7.684  5.279  0.5516
H  -2.173  -4.884  2.590  -0.3272
H  -2.795  -6.423  1.937  1.1362
H  -0.791  -6.482  0.248  0.4417
H  -0.055  -5.185  1.202  -0.8065
H  -1.852  -3.673  0.285  -0.7535
H  -2.666  -4.987  -0.556  0.6755
H  -1.070  -3.593  -1.977  -0.1209
H  -1.003  -5.373  -2.159  0.5561
H  0.195  -4.511  -1.162  0.0698
H  -0.186  -5.941  5.534  0.8590
H  -1.073  -4.623  4.679  0.2489
H  0.757  -3.958  3.335  -1.3769
H  1.619  -5.405  3.651  0.3528
H  1.575  -4.761  6.083  0.5371
H  0.821  -3.229  5.676  0.3121
H  3.701  -3.891  4.845  0.3147
H  3.158  -2.791  6.061  0.5047
H  2.864  -2.415  4.382  0.0081
H  0.865  -7.108  2.139  -0.4987
H  -0.269  -8.443  2.129  0.8508
H  0.573  -9.237  4.327  0.4311
H  1.624  -7.856  4.542  0.3734
H  2.841  -8.700  2.437  0.2330
H  1.734  -10.121  2.345  0.3323
H  3.726  -9.492  4.665  0.3054
H  3.697  -10.824  3.378  0.4039
H  2.489  -10.790  4.629  0.3083
C  7.885  -3.310  0.702  -0.8658
N  6.689  -2.996  -0.167  0.6544
C  6.290  -4.219  -0.997  -0.6867
C  5.605  -2.633  0.791  -1.4483
C  6.947  -1.872  -1.095  -1.3725
C  5.893  -1.635  -2.193  1.2636
O  6.024  -2.504  -3.343  -0.5791
H  7.566  -4.098  1.405  0.3398
H  8.049  -2.448  1.375  0.3588
H  8.731  -3.471  0.048  0.3648
H  5.377  -4.007  -1.541  0.1807
H  6.010  -5.044  -0.335  0.2577
H  7.011  -4.612  -1.699  0.3725
H  5.276  -3.436  1.420  0.7878
H  4.828  -2.252  0.163  0.1232
H  6.014  -1.791  1.340  0.4313
H  7.852  -2.118  -1.561  0.6479
H  7.114  -0.955  -0.545  0.5493
H  6.054  -0.602  -2.540  -0.3372
H  4.887  -1.779  -1.791  -0.5504
H  6.683  -2.150  -3.945  0.4765
C  1.490  -0.565  2.173  -0.5536
N  0.762  -0.737  0.885  1.4423
C  1.130  -2.035  0.157  -0.0571
C  -0.710  -0.804  1.212  0.7275
C  0.912  0.446  -0.108  0.7412
C  2.337  1.009  -0.221  -1.2882
O  3.168  -0.022  -0.800  1.1441
H  1.194  -1.282  2.954  -0.2931
H  1.289  0.393  2.570  0.2708
H  2.558  -0.777  2.057  0.2867
H  0.553  -2.023  -0.747  -0.2079
H  0.856  -2.943  0.727  -0.1436
H  2.196  -2.045  -0.033  -0.1066
H  -1.254  -0.935  0.292  0.4059
H  -0.939  0.123  1.797  0.0137
H  -0.861  -1.723  1.770  -0.8291
H  0.244  1.233  0.200  0.1247
H  0.479  0.137  -1.058  -0.7081
H  2.657  1.302  0.777  0.8973
H  2.348  1.878  -0.879  0.1854
H  4.042  0.119  -0.426  -0.8390
C  1.040  2.560  -5.033  -0.2211
C  1.741  1.246  -5.306  -0.7100
N  3.081  1.052  -4.663  1.3530
C  2.989  1.463  -3.301  -1.6602
C  3.518  -0.390  -4.770  -0.6580
C  2.811  -1.513  -4.093  -0.6565
C  4.087  1.982  -5.291  -0.4685
C  5.485  2.243  -4.625  -0.6108
O  6.262  1.122  -4.600  -0.3313
C  7.530  1.262  -3.973  -0.5526
H  0.051  2.317  -5.460  -0.2604
H  1.445  3.404  -5.657  0.3710
H  0.853  2.833  -3.957  0.1039
H  1.814  1.031  -6.381  0.6833
H  1.122  0.502  -4.854  0.0504
H  3.919  1.097  -2.853  0.1442
H  2.145  0.950  -2.900  0.0260
H  2.968  2.532  -3.373  0.8991
H  4.578  -0.404  -4.626  0.5832
H  3.387  -0.539  -5.845  0.3956
H  3.322  -2.433  -4.376  0.6389
H  1.766  -1.623  -4.433  0.2712
H  2.822  -1.380  -2.996  -0.3598
H  3.623  2.981  -5.326  0.4128
H  4.250  1.683  -6.348  0.3124
H  5.353  2.699  -3.631  0.1198
H  5.881  3.061  -5.220  0.6236
H  7.375  1.454  -2.917  0.1823
H  8.087  2.078  -4.450  0.3384
H  8.026  0.303  -4.124  0.1792
C  0.871  5.727  -0.032  -0.9670
C  1.604  6.491  1.038  -1.1008
N  3.080  6.312  1.147  0.6329
C  3.483  4.912  1.477  -0.8247
C  3.763  6.599  -0.146  -0.5938
C  3.479  7.993  -0.786  -1.4652
C  3.581  7.137  2.254  -0.6351
C  5.036  7.645  2.285  -0.9019
O  5.892  6.576  1.941  -0.1734
C  7.301  6.843  1.891  -0.8102
H  -0.195  5.955  -0.045  0.5463
H  0.939  4.645  0.056  -0.1492
H  1.256  5.956  -1.057  0.3247
H  1.168  6.211  2.004  0.7475
H  1.464  7.532  0.885  0.5048
H  3.003  4.273  0.744  0.0144
H  3.175  4.603  2.461  0.3733
H  4.577  4.833  1.506  0.5098
H  3.441  5.806  -0.815  0.6183
H  4.839  6.530  0.056  0.5241
H  4.234  8.007  -1.589  0.4657
H  3.766  8.829  -0.116  0.2698
H  2.487  8.205  -1.208  0.2847
H  3.402  6.561  3.154  0.5690
H  2.873  7.952  2.461  0.4382
H  5.216  8.044  3.282  0.5339
H  5.232  8.503  1.647  0.3279
H  7.772  5.902  1.621  0.2278
H  7.658  7.148  2.906  0.2949
H  7.549  7.638  1.189  0.3387
C  -4.534  1.315  1.307  -0.9212
C  -3.667  1.455  2.550  0.4918
N  -4.017  2.575  3.412  0.6272
C  -4.052  3.859  2.653  -0.8326
C  -5.360  2.361  4.015  -0.5108
C  -5.604  1.043  4.647  -1.4013
C  -2.895  2.731  4.470  0.5022
C  -3.182  3.484  5.724  -1.0270
O  -3.603  4.790  5.422  -0.2957
C  -3.992  5.606  6.539  -0.7789
H  -4.185  0.430  0.835  -0.4125
H  -4.358  2.028  0.502  0.5182
H  -5.614  1.220  1.419  0.3669
H  -2.634  1.633  2.285  -0.3758
H  -3.652  0.526  3.141  0.1036
H  -4.727  3.695  1.834  0.5773
H  -3.089  4.162  2.222  0.0074
H  -4.572  4.633  3.299  0.3971
H  -6.074  2.460  3.215  0.6242
H  -5.532  3.147  4.739  0.6317
H  -4.837  0.809  5.391  0.2827
H  -5.683  0.189  4.000  0.3165
H  -6.545  1.050  5.214  0.4697
H  -2.065  3.182  3.927  -0.0462
H  -2.555  1.748  4.768  0.1112
H  -2.210  3.472  6.285  0.5134
H  -3.953  2.959  6.350  0.3427
H  -3.272  5.509  7.417  0.3008
H  -5.015  5.283  6.832  0.3117
H  -4.064  6.676  6.285  0.2433
B  2.998  -4.878  1.095  -0.4388
F  2.792  -3.883  2.024  0.2970
F  3.123  -4.296  -0.151  -0.1956
F  4.174  -5.545  1.402  -0.3427
F  1.929  -5.754  1.053  -0.2652
B  -1.278  -0.649  -3.114  -0.3100
F  0.066  -0.647  -2.987  0.0587
F  -1.647  0.288  -4.067  -0.3949
F  -1.880  -1.834  -3.434  -0.4462
F  -1.844  -0.218  -1.910  -0.1815
B  -0.025  2.949  2.025  -0.5930
F  -0.327  4.130  2.608  -0.4236
F  -0.806  2.757  0.911  0.0102
F  1.324  2.914  1.704  -0.2593
F  -0.266  1.883  2.894  -0.1172
B  -2.577  -2.169  3.611  -1.3151
F  -2.845  -1.686  2.332  0.2104
F  -2.370  -1.093  4.459  -0.2539
F  -3.591  -3.028  3.960  -0.2008
F  -1.330  -2.867  3.639  0.3886
B  6.064  1.789  -0.320  -0.2479
F  5.804  2.877  0.449  -0.1442
F  7.402  1.564  -0.527  -0.3770
F  5.556  0.634  0.302  -0.2510
F  5.450  1.898  -1.551  -0.1174

Maximum force = 2.6 eV Å⁻¹
Net charge = +2
E_LUMO = -3.13 eV
2S+1 = 1
HOMO = -13.34 eV